{
  "formula": "C27H63ClN9O13",
  "method": "ωB97M-V/def2-TZVPD",
  "de_lowest_kcal_mol": 119.9,
  "e_lumo_ev": 2.07,
  "total_charge": -1,
  "mol_weight_da": 757.3,
  "species": ["Cl", "O", "O", "O", "O", "C", "O", "N", "C", "C", "H", "H", "H", "H", "H", "H", "H", "C", "O", "N", "C", "C", "H", "H", "H", "H", "H", "H", "H", "C", "O", "N", "C", "C", "H", "H", "H", "H", "H", "H", "H", "C", "O", "N", "C", "C", "H", "H", "H", "H", "H", "H", "H", "C", "O", "N", "C", "C", "H", "H", "H", "H", "H", "H", "H", "C", "O", "N", "C", "C", "H", "H", "H", "H", "H", "H", "H", "C", "O", "N", "C", "C", "H", "H", "H", "H", "H", "H", "H", "C", "O", "N", "C", "C", "H", "H", "H", "H", "H", "H", "H", "C", "O", "N", "C", "C", "H", "H", "H", "H", "H", "H", "H"],
  "coordinates": [[0.332, -0.523, -0.247], [1.733, -0.297, -0.471], [-0.461, -0.047, -1.388], [0.121, -1.932, -0.072], [-0.207, 0.183, 0.903], [-0.837, -5.290, -0.847], [-0.408, -6.431, -1.059], [-1.943, -4.793, -1.422], [-2.410, -3.443, -1.112], [-2.806, -5.637, -2.192], [-0.310, -4.506, -0.283], [-3.234, -3.420, -0.388], [-2.628, -2.972, -2.072], [-1.589, -2.925, -0.637], [-3.167, -5.066, -3.053], [-2.203, -6.465, -2.475], [-3.723, -5.944, -1.638], [1.743, -3.127, -5.093], [2.201, -2.691, -6.176], [0.766, -2.556, -4.370], [0.416, -3.135, -3.093], [0.136, -1.309, -4.845], [2.210, -4.010, -4.708], [0.498, -4.197, -3.194], [-0.589, -2.918, -2.771], [1.129, -2.773, -2.352], [-0.463, -0.789, -4.097], [0.953, -0.685, -5.250], [-0.417, -1.592, -5.719], [1.802, 4.646, 0.934], [1.023, 4.430, 1.867], [1.675, 4.145, -0.290], [2.451, 4.605, -1.402], [0.621, 3.238, -0.547], [2.720, 5.245, 1.029], [3.202, 5.326, -1.100], [1.767, 5.073, -2.085], [2.941, 3.840, -1.995], [1.028, 2.486, -1.217], [0.313, 2.820, 0.411], [-0.254, 3.741, -0.983], [5.572, 0.900, -2.168], [5.795, 0.849, -3.370], [5.031, -0.062, -1.414], [4.889, 0.028, 0.015], [4.680, -1.322, -2.106], [5.825, 1.851, -1.664], [5.111, 1.061, 0.383], [5.596, -0.687, 0.428], [3.918, -0.107, 0.429], [3.764, -1.809, -1.705], [4.327, -0.974, -3.074], [5.492, -1.974, -1.952], [-3.727, -3.254, 2.734], [-3.869, -4.005, 1.785], [-2.549, -2.738, 3.147], [-2.258, -2.019, 4.371], [-1.377, -3.001, 2.346], [-4.549, -3.015, 3.411], [-2.082, -0.938, 4.182], [-1.440, -2.515, 4.886], [-3.132, -2.028, 4.984], [-1.655, -3.339, 1.354], [-0.838, -2.107, 2.185], [-0.819, -3.786, 2.785], [0.402, 2.634, -3.611], [-0.061, 3.723, -3.963], [1.680, 2.222, -3.911], [2.272, 1.030, -3.341], [2.548, 3.040, -4.727], [-0.077, 1.983, -2.922], [2.915, 1.228, -2.470], [2.902, 0.554, -4.089], [1.401, 0.398, -3.089], [3.275, 2.405, -5.229], [1.889, 3.569, -5.389], [3.095, 3.795, -4.150], [3.128, 0.206, 5.415], [3.975, -0.464, 5.964], [2.206, -0.258, 4.545], [1.320, 0.690, 3.895], [2.016, -1.648, 4.374], [3.168, 1.309, 5.568], [0.259, 0.434, 4.079], [1.439, 0.749, 2.819], [1.479, 1.693, 4.310], [2.700, -2.130, 5.021], [1.007, -1.908, 4.661], [2.142, -1.953, 3.330], [-5.580, -0.275, 1.171], [-6.723, -0.172, 1.506], [-4.726, 0.685, 0.869], [-3.342, 0.424, 0.536], [-5.115, 2.052, 0.881], [-5.089, -1.306, 1.160], [-2.636, 0.900, 1.217], [-3.054, 0.785, -0.494], [-3.135, -0.657, 0.548], [-4.616, 2.651, 0.074], [-6.217, 2.038, 0.727], [-4.851, 2.543, 1.817], [-2.461, 4.059, 1.603], [-3.428, 4.752, 1.317], [-2.359, 3.470, 2.858], [-1.294, 2.592, 3.203], [-3.265, 3.879, 3.877], [-1.633, 3.866, 0.988], [-1.600, 1.561, 3.359], [-0.878, 2.834, 4.163], [-0.526, 2.583, 2.455], [-4.085, 4.471, 3.498], [-3.621, 3.095, 4.547], [-2.685, 4.554, 4.556]],
  "atomic_forces_ev_per_a": [[-1.955, 0.587, -0.751], [0.062, 0.479, 0.283], [0.911, -0.428, 0.162], [0.253, -0.350, 0.143], [0.995, -0.111, 0.249], [0.547, -0.912, -0.957], [-0.252, 1.087, 0.640], [-0.748, 0.610, 0.826], [0.380, -0.518, 0.022], [-0.949, 0.592, 0.200], [0.187, -0.291, 0.235], [-0.184, -0.203, -0.504], [-0.350, 0.308, 0.235], [0.100, 0.313, -0.188], [0.158, -0.161, -0.153], [0.069, -0.914, -0.436], [0.679, 0.009, -0.108], [0.730, 1.826, -2.515], [-1.071, -0.369, 1.649], [-0.321, 0.350, -0.086], [0.758, 0.257, 0.093], [1.510, -0.493, -0.640], [-0.059, -0.878, 0.853], [0.090, -0.748, 0.217], [-0.192, 0.362, -0.162], [-0.276, -0.126, 0.386], [0.200, -0.351, 0.070], [-0.434, 0.063, 0.406], [-0.823, 0.165, -0.400], [-0.260, -0.018, 1.011], [0.745, 0.255, -0.561], [0.732, 0.246, 0.307], [0.066, 0.361, -0.361], [-0.842, -0.495, -0.049], [-0.074, 0.236, 0.238], [0.049, 0.125, 0.210], [-0.273, 0.533, -0.571], [0.070, -0.577, 0.370], [-0.406, -0.276, 0.138], [0.085, -0.324, -0.295], [0.195, -0.166, -0.206], [0.376, 0.969, -0.592], [-0.193, -0.351, 0.101], [-1.135, -0.387, -0.277], [1.331, 1.247, 0.466], [-2.178, 1.521, 0.924], [-0.153, -0.293, 0.582], [0.428, -0.732, -0.523], [-0.016, 0.033, 0.616], [-1.055, -0.731, -0.324], [0.588, 0.581, 0.464], [1.002, -0.775, -0.531], [1.010, -1.071, -0.863], [0.264, -0.492, 0.806], [-0.071, 0.399, -0.080], [0.415, 0.097, -0.648], [-0.831, 0.558, -0.697], [-1.067, -0.283, -0.846], [-0.370, 0.245, 0.143], [0.445, -0.649, -0.024], [0.150, 0.214, 0.096], [-0.635, -0.217, 0.668], [-0.267, -0.080, 0.131], [0.890, 0.931, 0.156], [1.014, -0.684, 0.566], [1.750, 1.777, -0.793], [0.250, -1.126, 0.100], [-0.174, 0.294, 0.087], [-1.007, -0.211, 0.172], [-0.315, 0.180, 0.362], [-0.865, -0.994, 0.413], [-0.393, 0.015, -0.048], [-0.103, -0.181, -0.119], [0.884, -0.101, 0.322], [-0.118, 0.059, -0.184], [0.041, 0.341, -0.697], [0.018, -0.095, 0.089], [0.795, 0.531, -0.194], [0.151, -0.592, 0.462], [-0.125, 1.948, 0.148], [-0.727, 0.152, 0.383], [-0.596, -0.271, -0.892], [-0.571, -0.318, -0.321], [0.431, -0.053, -0.017], [0.189, -0.198, -0.222], [0.084, -0.246, -0.089], [0.733, -0.748, 0.434], [-0.475, -0.209, 0.120], [0.157, -0.021, 0.111], [1.553, -2.651, 0.279], [-1.921, 0.595, 0.353], [1.706, 0.545, -0.682], [0.675, -0.450, -1.073], [-1.048, 1.099, -0.792], [-0.279, 0.857, -0.245], [-0.155, 0.057, 0.219], [-0.533, -0.267, 0.917], [-0.129, 0.312, 0.086], [-0.459, -0.739, 0.556], [0.723, 0.487, 0.245], [-0.157, 0.033, 0.145], [-2.105, 0.165, 2.740], [0.775, -0.106, -0.452], [-0.344, 0.240, -1.918], [0.033, -0.667, 0.334], [0.640, 1.121, 1.671], [1.246, -0.378, -1.139], [-0.542, -0.374, -0.328], [0.504, 0.689, 0.461], [0.403, 0.185, -0.329], [-0.136, -0.171, -0.319], [-0.076, -0.408, -0.458], [-0.431, -0.219, -0.210]],
  "mulliken_charge": [0.4377, -0.1194, -0.5001, -0.5581, 0.0317, 0.2491, -0.7011, 0.3822, -0.5079, -1.0853, 0.3277, 0.5725, 0.4904, -0.6093, 0.3187, 0.3869, 0.2682, -0.0314, -0.6566, 0.2510, -0.5868, -1.0103, 0.4178, 0.4980, 0.0207, 0.1134, 0.1893, 0.2769, 0.5055, -0.0247, -0.5188, 0.2438, -0.6071, 2.2596, 0.2517, 0.3444, 0.3650, -0.0754, -1.2841, -1.3749, 0.3973, 0.0995, -0.6195, 0.2624, -0.7925, -1.0665, 0.3536, 0.2508, 0.3365, 0.1658, 0.2127, 0.3012, 0.4804, -0.0747, -0.5760, 0.2967, -0.5563, -0.0951, 0.3514, -0.0383, 0.2398, 0.3920, -0.5280, 0.0932, 0.4437, -0.2138, -0.6944, 0.3111, -0.4201, -1.0702, 0.6915, -0.0209, 0.6071, -0.2888, 0.3105, 0.3964, 0.3015, 0.1881, -0.5911, 0.1559, -0.5267, -0.7445, 0.3062, 0.0919, 0.1232, 0.1824, 0.4088, 0.1488, 0.2271, 0.2992, -0.6291, 0.1678, 0.3295, -0.9689, 0.2462, -0.1634, 0.2470, -0.5125, 0.3117, 0.3962, 0.2157, -0.0585, -0.6410, 0.4605, -0.7635, -1.2330, 0.5141, 0.1226, 0.4002, -0.0129, 0.3630, 0.3544, 0.3940]
}